No. 1
C2H4N3S | wB97M-V/def2-TZVPD

Last column: natural (NBO) charge in e.
Element x y z (Å)
C -0.173 0.699 -0.226  -0.36
C 0.343 -0.716 0.209  -0.33
N 2.445 1.297 0.346  -0.24
N 1.715 -0.969 -0.098  -0.42
N 2.503 0.078 0.097  -0.04
S 4.259 -0.092 -0.100  -0.32
H -0.186 0.929 -1.329  0.17
H -0.792 1.253 0.502  0.16
H 0.255 -0.910 1.293  0.18
H -0.130 -1.475 -0.510  0.20

- E_LUMO (alpha / beta): 4.0 / 4.1 eV
- HOMO level (alpha / beta): -2.9 / -3.4 eV
- ΔE to the lowest compared entry with this formula, charge and spin: 2.9213 eV
- Charge: -1
- HOMO-LUMO gap (alpha / beta): 6.91 / 7.49 eV
- Strongest force on any atom: 0.047 Eh/bohr

No. 2
C2H4N4 | wB97M-V/def2-TZVPD

Last column: natural (NBO) charge in e.
Element x y z (Å)
C -1.433 -0.147 0.110  -0.37
N 0.163 0.046 0.011  -0.22
C 0.833 1.080 0.265  -0.15
N 2.783 -0.225 -0.375  0.03
N 2.288 -1.195 -0.624  -0.02
N 0.241 -1.182 -0.387  -0.16
H -1.625 0.089 1.154  0.23
H -1.824 -1.127 -0.146  0.26
H -1.795 0.611 -0.581  0.23
H 0.276 1.956 0.597  0.17

- E_LUMO: -0.7 eV
- HOMO level: -8.6 eV
- ΔE to the lowest compared entry with this formula, charge and spin: 6.7370 eV
- Charge: 0
- HOMO-LUMO gap: 7.98 eV
- Strongest force on any atom: 0.033 Eh/bohr

No. 3
C2H4N4 | wB97M-V/def2-TZVPD

Last column: natural (NBO) charge in e.
Element x y z (Å)
N -2.032 -0.035 -0.202  -0.76
C -0.693 0.177 0.038  0.21
C 0.274 1.151 0.074  -0.17
N 1.489 0.420 -0.067  -0.34
N 1.270 -0.922 -0.032  -0.03
N -0.071 -1.036 0.100  -0.30
H -2.050 -0.798 0.478  0.39
H -2.525 0.815 0.208  0.36
H 0.092 2.247 0.188  0.23
H 2.414 0.771 -0.134  0.41

- Structure (SMILES): Nc1c[nH]nn1
- E_LUMO: 0.9 eV
- HOMO level: -8.9 eV
- ΔE to the lowest compared entry with this formula, charge and spin: 2.1253 eV
- Charge: 0
- HOMO-LUMO gap: 9.82 eV
- Strongest force on any atom: 0.072 Eh/bohr

No. 4
C2H4N4 | wB97M-V/def2-TZVPD

Last column: natural (NBO) charge in e.
Element x y z (Å)
C -1.407 0.056 0.104  -0.42
N -0.002 -0.139 -0.151  -0.02
N 1.025 0.490 0.408  -0.42
C 2.214 0.098 -0.059  0.06
N 1.810 -0.812 -1.032  -0.33
N 0.512 -0.910 -1.074  0.00
H -1.642 -0.167 1.148  0.22
H -1.940 -0.638 -0.544  0.25
H -1.701 1.080 -0.134  0.22
H 1.132 0.942 1.334  0.44

- E_LUMO: 0.5 eV
- HOMO level: -9.0 eV
- ΔE to the lowest compared entry with this formula, charge and spin: 4.0222 eV
- Charge: 0
- HOMO-LUMO gap: 9.53 eV
- Strongest force on any atom: 0.068 Eh/bohr

No. 5
C2H4N4 | wB97M-V/def2-TZVPD

Last column: natural (NBO) charge in e.
Element x y z (Å)
H 1.702 -0.670 -0.784  0.33
N 1.047 -1.403 -1.076  -0.55
C -0.148 -1.117 -0.758  0.10
C -0.636 0.033 0.090  0.29
N -1.873 0.016 0.462  -0.73
H -2.343 0.920 0.477  0.36
N 0.257 0.942 0.479  -0.11
N 1.319 1.532 0.579  -0.21
H 1.642 1.530 1.574  0.31
H -0.966 -1.782 -1.042  0.21

- Structure (SMILES): [H]\N=C/C(=N/[H])/N=N/[H]
- E_LUMO: -0.9 eV
- HOMO level: -8.6 eV
- ΔE to the lowest compared entry with this formula, charge and spin: 4.4897 eV
- Charge: 0
- HOMO-LUMO gap: 7.68 eV
- Strongest force on any atom: 0.044 Eh/bohr

No. 6
C2H4N4 | wB97M-V/def2-TZVPD

Last column: natural (NBO) charge in e.
Element x y z (Å)
H 0.058 -1.000 -2.063  0.34
N 0.319 -0.914 -1.079  -0.29
N 1.491 -0.464 -0.955  -0.22
C 1.632 0.084 0.293  0.16
N 0.588 0.615 0.875  -0.25
N -0.534 0.485 0.174  -0.17
C -1.719 0.350 0.598  -0.13
H 2.625 0.277 0.683  0.20
H -1.970 0.186 1.640  0.17
H -2.491 0.380 -0.167  0.18

- Structure (SMILES): [H]/N=N/C=N\N=C
- E_LUMO: 0.1 eV
- HOMO level: -8.4 eV
- ΔE to the lowest compared entry with this formula, charge and spin: 4.1474 eV
- Charge: 0
- HOMO-LUMO gap: 8.59 eV
- Strongest force on any atom: 0.013 Eh/bohr

No. 7
C2H4N4 | wB97M-V/def2-TZVPD

Last column: natural (NBO) charge in e.
Element x y z (Å)
C 0.657 0.745 -0.092  -0.18
C -1.343 -0.391 0.041  -0.43
N 1.938 0.793 -0.076  0.01
N 2.879 0.153 0.103  0.08
N 0.705 -1.530 0.312  -0.25
N 0.088 -0.500 0.199  -0.10
H 0.211 1.722 -0.192  0.22
H -1.656 -1.001 -0.911  0.23
H -2.013 -0.640 0.822  0.23
H -1.465 0.649 -0.205  0.20

- E_LUMO (alpha / beta): -0.1 / -0.1 eV
- HOMO level (alpha / beta): -8.4 / -8.4 eV
- ΔE to the lowest compared entry with this formula, charge and spin: 5.3062 eV
- Charge: 0
- HOMO-LUMO gap (alpha / beta): 8.37 / 8.37 eV
- Strongest force on any atom: 0.075 Eh/bohr

No. 8
C2H4N4 | wB97M-V/def2-TZVPD

Last column: natural (NBO) charge in e.
Element x y z (Å)
C 1.203 -0.594 -1.342  0.21
N 0.338 -0.062 -0.665  -0.32
C -0.500 0.729 -0.232  0.34
N -0.992 0.579 1.060  -0.36
N -0.449 -0.397 1.644  0.26
N 0.025 -1.359 1.847  0.42
H 0.965 -1.588 -1.763  0.30
H 2.112 0.015 -1.192  0.29
H -0.883 1.644 -0.788  0.33
H -1.819 1.033 1.432  0.52

- Structure (SMILES): C=[N+]=CN[N+]#N
- E_LUMO: -11.0 eV
- HOMO level: -22.4 eV
- ΔE to the lowest compared entry with this formula, charge and spin: 1.0197 eV
- Charge: +2
- HOMO-LUMO gap: 11.31 eV
- Strongest force on any atom: 0.057 Eh/bohr